{
  "formula": "C32H74I2O9SSi",
  "method": "ωB97M-V/def2-TZVPD",
  "total_charge": 0,
  "lumo_energy_ev": -0.253,
  "homo_lumo_gap_ev": 8.7,
  "homo_energy_ha": -0.3274,
  "species": ["C", "C", "C", "C", "C", "O", "O", "C", "S", "C", "C", "O", "Si", "C", "C", "C", "C", "I", "C", "C", "I", "H", "H", "H", "H", "H", "H", "H", "H", "H", "H", "H", "H", "H", "H", "H", "H", "H", "H", "H", "H", "H", "H", "H", "H", "H", "H", "C", "C", "C", "O", "H", "H", "H", "H", "H", "H", "H", "H", "C", "C", "C", "O", "H", "H", "H", "H", "H", "H", "H", "H", "C", "C", "C", "O", "H", "H", "H", "H", "H", "H", "H", "H", "C", "C", "C", "O", "H", "H", "H", "H", "H", "H", "H", "H", "C", "C", "C", "O", "H", "H", "H", "H", "H", "H", "H", "H", "C", "C", "C", "O", "H", "H", "H", "H", "H", "H", "H", "H"],
  "positions_angstrom": [[0.2008, -6.0238, -2.8140], [0.7563, -5.4731, -4.2377], [0.8799, -3.8741, -4.0891], [1.7282, -3.1907, -5.2618], [1.5684, -1.5868, -5.2001], [1.8393, -0.9351, -6.2135], [1.0749, -1.0701, -3.9774], [1.7258, 0.1600, -3.5985], [1.2934, 0.4102, -1.7761], [1.0151, 1.4022, -4.3597], [-0.5900, 1.3216, -4.2987], [-1.1557, 0.3803, -5.2418], [-2.4518, -0.5346, -4.5557], [-2.9607, -1.8608, -5.8588], [-4.0145, 0.5150, -4.1727], [-1.9783, -1.5136, -2.9667], [3.3125, 0.1570, -3.7363], [4.1930, 1.7900, -4.9149], [4.1936, -0.7714, -3.1533], [3.6472, -1.9553, -2.2492], [6.3631, -0.5910, -3.4347], [-0.2396, -5.1188, -2.2575], [-0.6042, -6.8154, -2.9325], [1.0469, -6.3979, -2.1406], [1.8078, -5.8876, -4.3853], [0.0725, -5.7916, -5.0916], [-0.1919, -3.4680, -4.0868], [1.2905, -3.6838, -3.0464], [1.2232, -3.4838, -6.2508], [2.8106, -3.5212, -5.3058], [2.3077, 1.1184, -1.1561], [1.2731, 1.4141, -5.4779], [1.3442, 2.3771, -3.8851], [-0.9995, 1.1326, -3.2547], [-0.9625, 2.3634, -4.6162], [-3.3214, -1.3480, -6.8060], [-2.0231, -2.5048, -6.0353], [-3.7494, -2.5578, -5.4038], [-3.6644, 1.4452, -3.6096], [-4.7174, -0.0553, -3.4890], [-4.4955, 0.7572, -5.1813], [-2.8444, -1.3606, -2.2253], [-1.9707, -2.6267, -3.2197], [-1.0248, -1.1524, -2.4719], [3.9904, -1.7493, -1.1734], [2.5245, -2.0885, -2.2660], [4.2041, -2.9024, -2.5878], [0.9396, -1.0370, 3.0028], [1.4576, 0.3919, 2.9906], [0.3394, 1.3846, 2.7144], [2.4654, 0.5227, 1.9886], [0.5087, -1.3043, 2.0316], [1.7548, -1.7391, 3.1908], [0.1772, -1.1731, 3.7722], [1.9235, 0.6220, 3.9530], [-0.1119, 1.2007, 1.7338], [0.7285, 2.4061, 2.6971], [-0.4420, 1.3211, 3.4756], [2.0618, 0.3212, 1.1356], [-6.2207, 4.4318, -3.7931], [-6.1812, 3.8643, -5.2033], [-6.3451, 4.9588, -6.2463], [-7.2244, 2.9030, -5.3566], [-7.1810, 4.9190, -3.5955], [-6.1133, 3.6327, -3.0550], [-5.4215, 5.1609, -3.6381], [-5.2333, 3.3439, -5.3631], [-7.3097, 5.4641, -6.1331], [-6.3263, 4.5348, -7.2534], [-5.5497, 5.7037, -6.1655], [-8.0669, 3.3538, -5.2170], [3.5548, 1.8116, 8.5625], [3.1151, 1.8241, 7.1069], [3.9271, 2.8169, 6.2907], [1.7326, 2.1690, 7.0323], [3.4109, 2.7947, 9.0216], [2.9545, 1.1023, 9.1386], [4.6078, 1.5344, 8.6548], [3.2246, 0.8221, 6.6815], [3.7968, 3.8350, 6.6710], [3.5922, 2.8235, 5.2501], [4.9911, 2.5698, 6.3143], [1.6259, 3.0529, 7.4058], [-0.5544, -1.7015, 7.2109], [0.6888, -2.5463, 6.9794], [1.5650, -2.5927, 8.2215], [1.4350, -2.0040, 5.8919], [-0.2844, -0.6677, 7.4498], [-1.1689, -1.6674, 6.3074], [-1.1577, -2.1024, 8.0293], [0.3964, -3.5613, 6.6979], [1.9072, -1.5893, 8.4950], [2.4597, -3.1931, 8.0377], [1.0252, -3.0203, 9.0701], [1.6988, -1.1054, 6.1307], [-9.8022, -0.6140, -3.5257], [-8.5510, -1.4540, -3.7297], [-7.6975, -1.4901, -2.4715], [-7.7879, -0.9136, -4.8047], [-9.5414, 0.4221, -3.2871], [-10.3997, -0.5875, -4.4405], [-10.4189, -1.0135, -2.7165], [-8.8337, -2.4719, -4.0111], [-7.3644, -0.4840, -2.1966], [-6.7967, -2.0874, -2.6360], [-8.2508, -1.9157, -1.6305], [-7.5326, -0.0118, -4.5656], [9.2384, 1.3743, 6.5966], [8.2901, 2.5559, 6.4660], [8.8290, 3.5945, 5.4947], [8.1010, 3.1566, 7.7459], [10.2113, 1.6959, 6.9816], [8.8437, 0.6422, 7.3057], [9.3903, 0.8814, 5.6332], [7.3125, 2.2061, 6.1240], [9.7879, 3.9924, 5.8419], [8.1431, 4.4421, 5.4198], [8.9687, 3.1685, 4.4981], [8.9597, 3.4695, 8.0572]]
}